# 1
ORCA calculation (ωB97M-V/def2-TZVPD) on one molecule with the formula C18H19N5O3 in a non-equilibrium geometry.

Geometry (Å):
N1 -3.092 -1.725 -2.429
C1 -3.638 -2.206 -1.549
C2 -4.305 -2.771 -0.400
H1 -5.033 -2.037 -0.042
H2 -4.841 -3.674 -0.699
C3 -3.282 -3.101 0.703
N2 -2.335 -2.033 0.859
C4 -2.581 -0.746 1.187
C5 -1.391 -0.064 1.076
C6 -0.454 -1.056 0.679
N3 -1.065 -2.227 0.545
C7 0.971 -0.914 0.443
C8 1.624 -1.830 -0.387
C9 2.972 -1.706 -0.639
C10 3.680 -0.658 -0.058
C11 3.049 0.253 0.784
C12 1.700 0.121 1.036
H3 1.209 0.809 1.706
H4 3.629 1.045 1.232
N4 5.084 -0.516 -0.327
O1 5.611 -1.349 -1.036
O2 5.662 0.431 0.167
H5 3.493 -2.400 -1.280
H6 1.048 -2.628 -0.826
C13 -1.177 1.382 1.342
O3 -1.328 1.853 2.457
N5 -0.799 2.117 0.275
C14 -0.698 1.612 -1.080
H7 0.310 1.215 -1.261
C15 -1.017 2.722 -2.086
C16 -2.120 3.611 -1.522
C17 -1.602 4.366 -0.291
C18 -0.536 3.531 0.433
H8 0.459 3.741 0.028
H9 -0.533 3.746 1.503
H10 -2.431 4.579 0.384
H11 -1.159 5.317 -0.588
H12 -2.467 4.316 -2.277
H13 -2.967 2.980 -1.242
H14 -1.330 2.266 -3.026
H15 -0.131 3.326 -2.286
H16 -1.409 0.791 -1.206
H17 -3.554 -0.398 1.471
H18 -3.806 -3.286 1.647
H19 -2.701 -3.986 0.434

HOMO ... -0.33436 Ha
LUMO level ... -0.57 eV
SMILES string ... N#CCCn1cc(C(=O)N2CCCCC2)c(-c2ccc([N+](=O)[O-])cc2)n1
Frontier orbital gap ... 8.53 eV
Energy above the lowest of the compared OMol25 structures with the same formula, charge and spin ... 94.6 kcal/mol

Now the Löwdin charges, all in e: 0.171 -0.241 -0.149 0.121 0.124 -0.121 -0.167 0.019 -0.067 -0.192 0.162 -0.150 0.000 0.018 -0.153 0.022 0.001 0.119 0.122 -0.365 0.079 0.078 0.120 0.114 -0.444 0.065 -0.050 -0.142 0.123 -0.170 -0.192 -0.159 -0.138 0.128 0.120 0.110 0.110 0.108 0.113 0.115 0.113 0.121 0.141 0.130 0.132

# 2
ORCA calculation (ωB97M-V/def2-TZVPD) on one molecule with the formula C18H19N5O3S in a non-equilibrium geometry.

Geometry (Å):
C1 1.493 -2.211 -2.460
C2 1.249 -3.063 -1.223
H1 0.378 -3.704 -1.377
H2 2.113 -3.705 -1.038
C3 1.003 -2.212 0.043
N1 0.802 -3.067 1.197
C4 -0.416 -2.946 1.762
O1 -0.861 -3.509 2.724
N2 -1.109 -2.003 0.982
C5 -0.362 -1.532 -0.051
O2 -0.739 -0.746 -0.889
C6 -2.475 -1.622 1.274
C7 -3.285 -1.642 -0.014
O3 -3.689 -2.656 -0.526
N3 -3.553 -0.429 -0.605
C8 -3.034 0.807 -0.341
N4 -2.507 1.215 0.761
N5 -2.087 2.470 0.724
C9 -2.283 3.073 -0.392
C10 -1.921 4.454 -0.677
C11 -2.042 5.475 0.430
C12 -0.694 5.030 -0.013
H3 -0.144 4.371 0.639
H4 -0.084 5.705 -0.594
H5 -2.402 5.117 1.382
H6 -2.384 6.462 0.161
H7 -2.150 4.772 -1.686
S1 -3.067 2.049 -1.594
H8 -4.021 -0.518 -1.501
H9 -2.500 -0.632 1.735
H10 -2.864 -2.383 1.958
H11 1.518 -3.653 1.589
C13 2.149 -1.242 0.279
C14 2.007 0.128 0.112
C15 3.081 0.973 0.336
C16 4.304 0.462 0.730
C17 4.453 -0.905 0.895
C18 3.383 -1.751 0.670
H12 3.517 -2.816 0.795
H13 5.405 -1.315 1.198
H14 5.140 1.123 0.906
H15 2.957 2.038 0.202
H16 1.063 0.541 -0.203
H17 0.664 -1.527 -2.616
H18 1.589 -2.849 -3.335
H19 2.406 -1.629 -2.351

HOMO ... -0.32716 Ha
LUMO level ... 0.52 eV
SMILES string ... CC[C@]1(c2ccccc2)NC(=O)N(CC(=O)Nc2nnc(C3CC3)s2)C1=O
Frontier orbital gap ... 9.42 eV
Energy above the lowest of the compared OMol25 structures with the same formula, charge and spin ... 14.8 kcal/mol

Now the Löwdin charges, all in e: -0.073 -0.145 0.128 0.115 -0.310 0.176 -0.477 0.111 0.101 -0.344 0.102 -0.012 -0.431 0.106 0.101 -0.620 0.004 0.025 -0.566 -0.293 -0.104 -0.107 0.100 0.100 0.103 0.100 0.127 1.098 0.148 0.110 0.142 0.158 -0.151 -0.011 -0.067 -0.086 -0.076 -0.035 0.110 0.104 0.102 0.104 0.108 0.070 0.076 0.079

# 3
ORCA calculation (ωB97M-V/def2-TZVPD) on one molecule with the formula C18H19N5O4.

Geometry (Å):
C1 -1.818 -0.257 -4.998
H1 -1.912 -1.049 -5.746
O1 -1.103 -0.702 -3.870
C2 0.155 -1.180 -4.051
C3 0.870 -1.146 -5.242
C4 2.165 -1.633 -5.292
C5 2.769 -2.161 -4.166
C6 2.062 -2.217 -2.976
C7 0.771 -1.736 -2.921
N1 0.018 -1.799 -1.705
C8 0.360 -0.942 -0.677
C9 -0.472 -0.992 0.506
C10 -0.207 -0.173 1.587
N2 0.811 0.658 1.647
C11 1.069 1.586 2.711
C12 0.754 3.022 2.273
H2 1.320 3.256 1.370
H3 -0.309 3.099 2.040
C13 1.114 4.043 3.359
N3 0.336 3.853 4.553
C14 -0.934 4.271 4.773
N4 -1.383 3.894 5.936
C15 -0.372 3.193 6.510
C16 0.702 3.152 5.669
H4 1.672 2.710 5.770
H5 -0.481 2.767 7.487
H6 -1.486 4.854 4.063
H7 2.173 3.955 3.617
H8 0.932 5.052 2.979
H9 0.457 1.315 3.575
H10 2.126 1.515 2.991
H11 -0.875 -0.237 2.440
C17 -1.618 -1.878 0.583
O2 -2.372 -1.971 1.530
N5 -1.810 -2.656 -0.548
C18 -1.055 -2.675 -1.696
O3 -1.300 -3.420 -2.611
H12 -2.599 -3.293 -0.531
O4 1.326 -0.192 -0.796
H13 1.383 0.684 0.795
H14 2.508 -2.633 -2.086
H15 3.779 -2.535 -4.212
H16 2.705 -1.595 -6.226
H17 0.426 -0.736 -6.136
H18 -1.348 0.623 -5.449
H19 -2.807 0.011 -4.631

HOMO ... -0.31745 Ha
LUMO level ... 0.42 eV
SMILES string ... COc1ccccc1N1C(=O)NC(=O)/C(=C/NCCCn2ccnc2)C1=O
Frontier orbital gap ... 9.06 eV
Energy above the lowest of the compared OMol25 structures with the same formula, charge and spin ... 0.0 kcal/mol

Now the Löwdin charges, all in e: -0.072 0.101 -0.067 -0.206 -0.011 -0.079 -0.082 0.003 -0.134 0.122 -0.344 -0.051 -0.001 0.039 -0.175 -0.148 0.119 0.119 -0.149 -0.105 -0.183 0.055 -0.157 -0.091 0.112 0.093 0.124 0.129 0.128 0.123 0.131 0.151 -0.436 0.070 0.212 -0.456 0.124 0.171 0.069 0.125 0.125 0.101 0.104 0.104 0.095 0.095

# 4
ORCA calculation (ωB97M-V/def2-TZVPD) on one molecule with the formula C18H19NO4.

Geometry (Å):
C1 3.633 3.053 1.511
H1 4.070 3.841 2.117
H2 2.593 3.287 1.300
H3 4.175 2.989 0.571
C2 3.748 1.721 2.254
C3 5.192 1.503 2.712
O1 5.926 2.390 3.053
O2 5.532 0.221 2.733
H4 6.450 0.115 3.031
O3 3.375 0.621 1.454
C4 2.065 0.285 1.317
C5 0.988 0.955 1.890
C6 -0.304 0.511 1.665
C7 -0.548 -0.604 0.875
C8 0.536 -1.285 0.322
C9 1.821 -0.844 0.530
H5 2.667 -1.357 0.102
H6 0.339 -2.160 -0.278
C10 -1.912 -1.122 0.579
O4 -2.140 -2.303 0.410
N1 -2.887 -0.170 0.526
H7 -2.599 0.796 0.514
C11 -4.161 -0.459 -0.086
H8 -4.303 -1.539 -0.006
H9 -4.954 0.055 0.463
C12 -4.174 -0.038 -1.568
C13 -3.018 -0.688 -2.275
C14 -1.792 -0.041 -2.362
C15 -0.695 -0.677 -2.915
C16 -0.813 -1.970 -3.392
C17 -2.034 -2.620 -3.320
C18 -3.127 -1.984 -2.762
H10 -4.074 -2.500 -2.693
H11 -2.131 -3.630 -3.689
H12 0.044 -2.471 -3.817
H13 0.254 -0.164 -2.964
H14 -1.690 0.971 -1.992
H15 -4.095 1.050 -1.636
H16 -5.122 -0.346 -2.011
H17 -1.121 1.035 2.141
H18 1.135 1.822 2.516
H19 3.151 1.748 3.179

HOMO ... -0.32128 Ha
LUMO level ... 0.57 eV
SMILES string ... C[C@@H](Oc1ccc(C(=O)NCCc2ccccc2)cc1)C(=O)O
Frontier orbital gap ... 9.32 eV
Energy above the lowest of the compared OMol25 structures with the same formula, charge and spin ... 9.2 kcal/mol

Now the Löwdin charges, all in e: -0.005 0.087 0.077 0.098 -0.282 -0.484 0.119 0.141 0.141 -0.004 -0.243 -0.011 -0.025 -0.146 -0.010 0.019 0.122 0.121 -0.464 0.079 0.059 0.129 -0.168 0.122 0.118 -0.129 -0.249 -0.058 -0.089 -0.092 -0.077 -0.041 0.116 0.103 0.100 0.105 0.113 0.112 0.115 0.114 0.105 0.160

# 5
ORCA calculation (ωB97M-V/def2-TZVPD) on one molecule with the formula C18H19NO4S.

Geometry (Å):
C1 -6.330 -1.713 0.322
C2 -5.018 -1.026 0.091
C3 -4.976 0.319 -0.243
C4 -3.783 0.982 -0.465
C5 -2.588 0.283 -0.351
C6 -2.618 -1.068 -0.014
C7 -3.814 -1.729 0.207
C8 -3.810 -3.184 0.567
H1 -4.272 -3.339 1.542
H2 -2.794 -3.569 0.600
H3 -4.377 -3.762 -0.162
H4 -1.685 -1.607 0.070
N1 -1.329 0.868 -0.550
C9 -1.051 2.119 -0.963
O1 -1.850 2.970 -1.288
C10 0.457 2.424 -1.053
H5 0.805 2.194 -2.062
H6 0.582 3.493 -0.854
O2 1.284 1.664 -0.179
C11 1.244 1.987 1.122
O3 0.555 2.854 1.580
C12 2.208 1.129 1.920
C13 1.824 -0.357 1.875
C14 1.799 -0.889 0.457
O4 0.752 -1.156 -0.106
C15 3.073 -1.075 -0.213
C16 3.238 -1.410 -1.537
C17 4.584 -1.519 -1.914
C18 5.436 -1.273 -0.878
S1 4.613 -0.900 0.572
H7 6.508 -1.290 -0.884
H8 4.913 -1.770 -2.906
H9 2.403 -1.565 -2.196
H10 2.548 -0.924 2.463
H11 0.830 -0.488 2.307
H12 3.209 1.271 1.509
H13 2.193 1.479 2.952
H14 -0.554 0.228 -0.395
H15 -3.775 2.026 -0.725
H16 -5.902 0.869 -0.334
H17 -6.463 -2.535 -0.381
H18 -7.154 -1.016 0.197
H19 -6.376 -2.128 1.328

HOMO ... -0.29129 Ha
LUMO level ... -0.51 eV
SMILES string ... Cc1ccc(NC(=O)COC(=O)CCC(=O)c2cccs2)cc1C
Frontier orbital gap ... 7.42 eV
Energy above the lowest of the compared OMol25 structures with the same formula, charge and spin ... 1.0 kcal/mol

Now the Löwdin charges, all in e: -0.053 -0.248 -0.036 -0.006 -0.200 0.021 -0.235 -0.046 0.082 0.074 0.082 0.102 0.156 -0.445 0.078 -0.047 0.143 0.139 -0.010 -0.482 0.151 -0.075 -0.107 -0.420 0.063 -0.441 -0.081 -0.165 -0.389 1.076 0.067 0.106 0.124 0.112 0.136 0.099 0.131 0.102 0.099 0.109 0.080 0.074 0.080